[1]
Computed, not measured: 9 unconnected molecules or ions with the total composition C28H46Br4O19 in a non-equilibrium geometry, with the ωB97M-V functional and the def2-TZVPD basis.

Structure (XYZ):
```
97
Properties=species:S:1:pos:R:3:forces:R:3:lowdin_charge:R:1
Br 8.192 5.085 1.891 -0.498 -0.040 -0.061 0.590
C 6.471 4.207 2.264 -0.184 -0.368 -1.153 -0.687
C 6.047 4.473 3.679 0.383 0.199 0.282 -0.665
Br 5.321 6.324 3.929 0.560 -1.083 -0.086 0.548
H 6.675 3.162 2.033 0.124 -0.157 0.728 0.053
H 5.758 4.440 1.473 0.044 0.710 0.231 0.060
H 6.972 4.313 4.233 -0.258 0.660 0.575 0.042
H 5.313 3.801 4.124 -0.193 0.072 -0.550 0.056
Br -1.857 -7.499 4.315 0.936 -1.290 -0.833 0.518
C -0.811 -8.776 3.118 0.489 1.241 -0.726 -0.602
C -0.208 -7.977 1.920 -0.938 -0.104 0.416 -0.672
Br -1.645 -7.294 0.754 0.405 -0.225 0.146 0.552
H -1.448 -9.595 2.785 -0.295 0.437 0.075 0.053
H 0.033 -9.230 3.637 -0.201 0.344 0.559 0.057
H 0.442 -8.593 1.298 -0.231 -0.167 0.086 0.052
H 0.352 -7.088 2.209 -0.160 -0.216 0.283 0.041
C 5.458 -2.406 5.022 -0.328 -0.261 -0.503 -0.021
C 4.512 -3.510 4.563 -0.861 1.688 1.122 -0.322
C 5.131 -4.590 3.736 1.407 0.230 1.142 -0.087
O 5.046 -5.711 4.628 -0.187 -1.690 -1.219 0.064
C 4.367 -5.468 5.766 0.853 -0.069 1.527 -0.533
O 4.203 -6.248 6.684 -0.003 1.418 -2.159 0.140
O 4.111 -4.144 5.797 -1.055 -0.388 -0.114 0.071
H 5.695 -1.789 4.155 0.576 -0.055 0.056 0.089
H 6.296 -2.928 5.484 0.385 0.430 -0.194 0.097
H 5.014 -1.744 5.765 -0.222 -0.232 -0.025 0.088
H 3.648 -3.076 4.061 -0.278 -0.087 0.273 0.150
H 6.189 -4.334 3.672 0.205 -0.334 -0.312 0.127
H 4.767 -4.694 2.714 -0.504 -0.645 0.387 0.137
C -6.730 -1.898 2.187 -0.078 0.067 1.134 -0.017
C -6.637 -3.198 3.033 -0.783 -0.032 -0.932 -0.291
C -7.972 -3.701 3.646 0.452 1.726 0.804 -0.100
O -8.026 -5.061 3.339 -1.014 -0.884 0.530 0.089
C -7.120 -5.390 2.449 1.782 -0.859 -2.309 -0.527
O -6.952 -6.473 1.924 -0.466 2.123 1.232 0.141
O -6.375 -4.261 2.135 0.118 -1.726 -0.569 0.043
H -7.137 -1.095 2.802 -0.015 0.059 0.211 0.080
H -7.413 -1.977 1.341 0.055 -0.485 0.051 0.087
H -5.773 -1.519 1.827 0.100 -0.404 0.044 0.078
H -5.838 -3.247 3.773 0.025 0.645 0.061 0.151
H -8.821 -3.144 3.250 -0.153 -0.277 -0.225 0.133
H -7.985 -3.604 4.731 -0.014 0.053 -0.035 0.134
C -1.775 0.166 -1.888 -0.673 0.936 -0.283 -0.029
C -0.751 -0.697 -1.247 -1.463 -1.363 0.585 -0.378
C -0.106 -1.800 -2.077 1.302 0.939 0.778 -0.017
O 1.274 -1.714 -1.532 -0.501 -1.428 -1.369 0.061
C 1.492 -0.577 -0.886 1.175 0.620 0.568 -0.548
O 2.594 -0.206 -0.518 -2.431 -0.437 -0.491 0.125
O 0.298 0.047 -0.699 1.566 1.121 0.159 0.089
H -1.397 0.803 -2.687 0.159 -0.042 0.007 0.095
H -2.205 0.793 -1.107 0.120 0.293 -0.082 0.089
H -2.638 -0.381 -2.270 0.230 -0.400 -0.091 0.093
H -1.269 -1.143 -0.397 0.071 -0.363 0.182 0.153
H -0.111 -1.555 -3.139 0.318 -0.074 -0.030 0.132
H -0.501 -2.803 -1.913 0.154 0.190 0.113 0.136
C 8.697 1.512 -2.837 -2.756 0.674 -0.226 0.003
C 7.577 2.195 -3.798 0.250 0.034 0.950 -0.245
C 6.419 1.331 -4.296 0.306 -0.418 -0.044 -0.069
O 5.212 2.125 -4.094 0.001 -1.224 -0.834 0.089
C 5.504 3.184 -3.363 -1.646 2.750 2.233 -0.577
O 4.752 4.022 -2.838 1.563 -2.776 -2.040 0.100
O 6.807 3.255 -3.184 2.404 0.508 1.003 0.073
H 9.035 0.593 -3.317 0.744 0.509 -0.278 0.076
H 8.239 1.131 -1.924 -0.612 0.042 -0.002 0.070
H 9.391 2.246 -2.428 0.466 -0.186 -0.873 0.077
H 8.072 2.653 -4.655 0.217 -0.009 0.112 0.140
H 6.336 0.390 -3.752 -0.266 0.088 0.088 0.132
H 6.609 1.112 -5.347 -0.698 0.022 -0.048 0.130
C -7.426 2.687 -5.202 -0.006 0.011 -0.055 -0.016
C -7.849 3.600 -6.318 -1.274 0.684 0.714 -0.319
C -6.819 4.065 -7.325 -0.346 -0.287 0.333 -0.081
O -7.412 3.645 -8.540 1.350 0.721 -2.093 0.079
C -8.660 3.226 -8.400 -2.828 -0.871 -2.914 -0.567
O -9.507 3.017 -9.290 3.130 0.718 2.501 0.106
O -8.880 3.023 -7.132 -0.917 -0.710 1.781 0.101
H -6.546 3.141 -4.747 0.225 -0.332 0.023 0.090
H -7.242 1.688 -5.598 0.363 0.026 0.087 0.097
H -8.167 2.594 -4.408 -0.167 0.102 -0.214 0.087
H -8.338 4.492 -5.929 0.141 0.019 0.469 0.152
H -5.839 3.614 -7.168 -0.020 -0.012 -0.346 0.137
H -6.772 5.154 -7.289 0.350 -0.066 -0.283 0.136
C -0.554 6.685 2.359 -0.062 0.103 -0.062 -0.018
C -0.708 5.208 2.085 0.828 0.383 -0.010 -0.320
C -0.253 4.361 3.232 0.401 -0.274 0.610 -0.114
O -1.451 3.810 3.731 -0.540 -0.732 1.226 0.084
C -2.501 4.143 2.985 -4.274 -1.063 0.304 -0.517
O -3.701 3.817 3.188 4.771 1.126 -0.600 0.084
O -2.101 4.880 1.943 0.313 0.179 -0.593 0.098
H 0.487 7.001 2.428 0.135 -0.212 -0.380 0.091
H -0.947 6.912 3.350 -0.445 0.060 -0.075 0.095
H -1.068 7.256 1.586 0.067 0.152 0.172 0.091
H -0.059 4.827 1.296 -0.871 0.560 -1.009 0.154
H 0.254 4.949 3.997 -0.144 -0.104 0.194 0.137
H 0.422 3.572 2.899 -0.155 -0.202 0.194 0.136
O 2.201 -0.501 -7.770 -0.041 0.202 0.098 -0.053
H 3.024 -0.860 -8.104 0.224 -0.050 -0.090 0.027
H 1.586 -1.233 -7.812 -0.188 -0.163 -0.014 0.027
```
Forces are in eV/Å.

Computed properties:
E_LUMO = -0.005 Eh
Structure (SMILES) = C[C@H]1COC(=O)O1.C[C@H]1COC(=O)O1.C[C@H]1COC(=O)O1.C[C@H]1COC(=O)O1.C[C@H]1COC(=O)O1.C[C@H]1COC(=O)O1.BrCCBr.BrCCBr.O
Kohn-Sham gap = 9.917 eV
Charge = 0

[2]
Computed, not measured: a molecular structure, C13H12IMnN4S, with the ωB97M-V functional and the def2-TZVPD basis.

Structure (XYZ):
```
32
Properties=species:S:1:pos:R:3:forces:R:3:lowdin_charge:R:1
Mn 1.924 1.404 0.112 -0.251 -0.399 0.526 0.513
C -0.200 -2.188 3.749 0.017 0.023 -0.037 0.026
C -0.020 -0.719 3.690 -0.006 -0.006 0.045 -0.279
N -0.472 0.148 4.537 0.119 0.085 -0.160 0.182
N -0.056 1.360 4.063 -0.177 0.070 0.290 0.083
C 0.638 1.277 2.946 0.052 -0.103 -0.166 -0.666
S 1.352 2.538 2.039 0.097 0.484 0.259 0.750
N 0.675 -0.047 2.687 -0.028 -0.183 -0.086 -0.073
N 1.335 -0.556 1.569 0.223 0.031 -0.066 0.100
H -0.785 -2.427 4.633 0.001 0.004 0.001 0.107
H 0.761 -2.702 3.818 -0.001 0.020 0.009 0.101
H -0.733 -2.557 2.871 -0.004 0.016 0.014 0.098
H -0.288 2.199 4.578 0.011 0.012 -0.005 0.188
H 2.167 -1.059 1.876 -0.019 -0.056 -0.001 0.136
H 0.725 -1.212 1.085 -0.040 0.054 -0.040 0.133
I 3.195 -0.049 -1.677 0.205 -0.142 -0.271 1.232
C 1.336 -0.380 -2.624 0.246 0.147 0.218 -0.568
C 1.287 -1.204 -3.700 -0.081 -0.053 -0.125 -0.100
C 0.053 -1.337 -4.374 0.047 -0.046 -0.026 -0.023
C -1.033 -0.622 -3.963 -0.048 0.028 -0.015 0.016
C -0.970 0.241 -2.840 -0.106 0.022 0.027 -0.137
C -2.088 1.007 -2.427 0.003 -0.036 -0.052 0.024
C -2.012 1.843 -1.353 -0.064 -0.014 -0.023 -0.028
C -0.819 1.941 -0.606 0.084 0.061 0.170 -0.086
C 0.275 1.205 -0.980 -0.436 0.076 -0.500 -0.206
C 0.247 0.358 -2.121 0.129 -0.137 -0.034 -0.249
H 2.161 -1.737 -4.053 -0.024 -0.002 -0.003 0.118
H -0.012 -1.996 -5.229 0.010 0.019 -0.004 0.130
H -1.968 -0.696 -4.503 0.003 -0.009 0.027 0.136
H -3.010 0.927 -2.991 0.020 -0.005 0.004 0.138
H -2.866 2.438 -1.056 0.023 -0.003 0.016 0.129
H -0.799 2.602 0.246 -0.004 0.042 0.007 0.078
```
Forces are in eV/Å.

Computed properties:
Multiplicity = 5
E_LUMO (spin up / spin down) = -0.345 / -0.282 Eh
Kohn-Sham gap (spin up / spin down) = 5.556 / 7.440 eV
Charge = +2

[3]
Computed, not measured: 2 unconnected molecules or ions with the total composition C2H3NO3 in a non-equilibrium geometry, with the ωB97M-V functional and the def2-TZVPD basis.

Structure (XYZ):
```
9
Properties=species:S:1:pos:R:3:forces:R:3:lowdin_charge:R:1
C 1.320 -2.596 1.510 2.479 -0.283 1.408 -0.551
C 0.793 -0.165 -0.559 3.729 -2.556 3.974 -0.060
N -0.149 -1.252 -0.636 -0.896 -0.625 -0.240 -0.017
O 2.399 -2.723 1.086 0.018 -0.110 -0.692 0.166
O 0.462 -2.498 2.273 -1.543 0.115 0.563 0.196
O 0.158 -2.296 -0.118 -0.778 0.990 -1.242 -0.008
H 0.958 0.169 -1.511 0.545 0.798 -2.516 0.050
H 0.471 0.643 0.036 -1.163 0.891 0.628 0.073
H 1.823 -0.517 0.028 -2.390 0.780 -1.883 0.150
```
Forces are in eV/Å.

Computed properties:
E_LUMO = -0.027 Eh
Structure (SMILES) = O=C=O.CN=O
Kohn-Sham gap = 9.252 eV
Charge = 0